No. 1
Here is a cluster of 2 separate species, C7H13Cl in total from the OMol25 dataset. Energies are from wB97M-V/def2-TZVPD.

```
21
Properties=species:S:1:pos:R:3:mulliken_charge:R:1
Cl 1.370 -2.007 -0.311 -0.214
C 2.968 0.087 -0.002 -0.134
C 1.703 -0.318 -0.048 -0.014
C -1.948 -0.261 -0.039 0.975
C -1.552 0.271 1.083 -0.974
C 3.277 1.423 0.389 -0.951
C -2.417 -1.706 0.010 -1.163
C -1.896 0.553 -1.278 -1.092
H 4.411 1.426 0.567 0.272
H -2.949 1.068 -1.323 0.309
H 2.862 1.556 1.442 0.253
H -1.508 -0.292 2.086 0.189
H -2.133 -2.155 1.023 0.278
H -1.219 1.322 1.206 0.323
H 0.834 0.336 -0.145 0.121
H -2.068 -2.410 -0.846 0.255
H 2.754 2.111 -0.209 0.331
H -3.465 -1.710 -0.243 0.367
H -1.142 1.424 -1.303 0.299
H -1.655 -0.119 -2.163 0.262
H 3.774 -0.600 0.103 0.307
```

Calculated values
SMILES: C/C=C/Cl.C=C(C)C
HOMO energy in Eh: -0.331
Relative energy (zero: lowest compared OMol25 entry of this formula, charge and spin) in kcal per mole: 53.0
HOMO-LUMO gap in hartree: 0.364
Calculated total energy in Ha: -734.60980

No. 2
Here is a cluster of 3 separate species, C20H53BBrF3IN8O6P4S in total from the OMol25 dataset. Energies are from wB97M-V/def2-TZVPD.

```
98
Properties=species:S:1:pos:R:3:mulliken_charge:R:1
I -2.645 -1.430 0.621 -0.148
Br -3.520 -0.925 7.769 -0.178
S -0.343 -2.774 3.019 -0.048
P 2.165 4.317 -2.478 0.651
P 0.602 -1.758 -3.782 0.721
P -3.598 -2.605 2.638 0.274
P -2.982 -1.526 4.536 0.948
F -5.697 -3.968 4.499 -0.261
F -2.513 -0.225 3.460 -0.600
F -1.894 -4.914 5.287 -0.262
O -5.348 0.214 5.345 -0.839
O 0.088 -1.893 -2.338 -0.776
O 1.742 2.950 -3.046 -0.768
O -2.694 -4.161 7.233 -0.535
O -3.029 -4.266 2.693 -0.532
O -5.641 -3.168 6.571 -0.518
N 1.748 3.921 -0.859 0.310
N -5.711 -1.050 3.264 -0.465
N 0.630 -3.454 -4.069 0.273
N 2.599 5.922 -1.864 -0.014
N 3.796 4.187 -2.924 0.379
N 1.257 -1.574 -5.418 0.055
N -3.541 -2.918 5.487 0.553
N -0.732 -0.886 -4.355 0.410
C 0.552 3.075 -0.717 -1.155
C 0.814 -4.164 3.407 -0.387
C 2.661 3.580 0.214 -1.061
C 4.073 4.414 -4.339 -1.179
C -2.050 -1.372 -4.691 -1.086
C -1.123 -2.016 4.462 -1.259
C -0.762 0.523 -3.972 -1.356
C 0.583 -1.409 -6.688 -0.972
C -4.933 -3.273 5.524 0.235
C -0.325 -4.217 -4.848 -1.078
C -2.380 1.114 5.837 -0.265
C -2.505 -0.461 6.107 -0.700
C 4.842 3.413 -2.297 -1.120
C 2.106 -3.556 4.186 -0.791
C -0.859 1.602 5.494 -0.964
C 2.685 -1.839 -5.551 -1.213
C 1.475 6.816 -1.609 -1.156
C 1.022 -4.272 -2.912 -1.102
C -2.719 -3.945 5.983 0.261
C 3.861 6.431 -1.373 -0.971
B -4.764 -0.747 4.432 0.786
H 5.811 3.894 -2.473 0.396
H 2.866 -2.889 -5.809 0.318
H 0.176 -4.456 -2.241 0.338
H 3.379 4.374 0.417 0.239
H -2.606 1.616 6.860 0.482
H -0.319 -2.012 -6.785 0.304
H 2.126 3.455 1.161 0.359
H 4.087 5.491 -4.546 0.297
H 1.225 -1.699 -7.527 0.432
H -2.033 -2.359 -5.144 0.365
H -0.088 1.097 -4.620 0.319
H 1.191 -4.587 2.398 0.274
H 0.787 2.015 -0.857 0.388
H 4.751 3.379 -1.216 0.355
H -0.656 -2.453 5.411 0.374
H 1.814 -3.782 -2.340 0.294
H 3.721 7.308 -0.731 0.430
H 3.306 3.960 -4.975 0.270
H 3.147 -1.204 -6.314 0.456
H -2.495 -0.729 -5.459 0.394
H -0.389 -3.875 -5.880 0.235
H -5.969 -0.281 5.938 0.327
H 2.696 -2.858 3.488 0.180
H 0.096 3.198 0.270 0.420
H -0.765 1.720 4.363 0.164
H 4.504 6.747 -2.203 0.200
H 3.187 2.640 0.020 0.352
H 1.425 -5.239 -3.230 0.343
H -6.030 -0.131 2.911 0.163
H -0.075 0.855 5.900 0.191
H -6.496 -1.633 3.585 0.228
H -0.212 3.357 -1.445 0.255
H -0.636 2.604 6.014 0.347
H -0.434 0.664 -2.938 0.379
H -2.723 -1.400 -3.826 0.245
H -1.755 0.971 -4.059 0.420
H 4.889 2.384 -2.673 0.291
H -3.209 -4.692 1.829 0.310
H 2.726 -4.467 4.518 0.331
H 0.306 -0.361 -6.848 0.193
H 4.418 5.713 -0.773 0.309
H 5.036 4.010 -4.657 0.420
H 3.203 -1.628 -4.612 0.363
H 0.634 6.572 -2.264 0.339
H -0.016 -5.265 -4.933 0.375
H 1.733 7.861 -1.807 0.459
H -0.604 -0.967 4.467 0.218
H 1.132 6.728 -0.573 0.330
H 0.320 -4.998 4.006 0.243
H -1.319 -4.216 -4.391 0.344
H -3.112 1.575 5.107 0.164
H 1.684 -2.987 5.099 0.228
H -1.430 -0.734 6.451 0.455
```

Calculated values
HOMO energy in Eh: -0.135
Charge: -1
HOMO-LUMO gap in hartree: 0.151
Calculated total energy in Ha: -6642.83423